No. 1
{
  "formula": "C12H34BKO6S4",
  "method": "wB97M-V/def2-TZVPD",
  "e_lumo_ev": -0.959,
  "e_tot_ev": -85619.024,
  "gap_ev": 7.8,
  "spin_multiplicity": 1,
  "symbols": ["K", "B", "H", "H", "H", "H", "C", "S", "O", "C", "H", "H", "H", "H", "H", "H", "C", "S", "O", "C", "H", "H", "H", "H", "H", "H", "C", "S", "O", "C", "H", "H", "H", "H", "H", "H", "C", "S", "O", "C", "H", "H", "H", "H", "H", "H", "O", "C", "O", "C", "C", "C", "H", "H", "H", "H", "H", "H"],
  "coordinates": [[-1.734, 3.587, -0.726], [-0.130, 1.063, -0.659], [-0.609, 0.569, -1.650], [0.519, 2.013, -0.951], [-1.043, 1.384, 0.039], [0.584, 0.275, -0.096], [2.514, 0.998, 2.226], [2.626, 0.300, 3.876], [1.317, 0.607, 4.543], [2.534, -1.421, 3.390], [1.719, 0.481, 1.687], [3.442, 0.824, 1.679], [2.279, 2.057, 2.273], [2.558, -2.044, 4.279], [3.424, -1.610, 2.783], [1.631, -1.640, 2.825], [-2.461, -3.189, 0.934], [-1.776, -2.656, 2.525], [-0.527, -3.430, 2.769], [-1.185, -1.068, 1.950], [-3.222, -3.936, 1.157], [-1.664, -3.691, 0.384], [-2.869, -2.334, 0.403], [-0.435, -0.666, 2.628], [-1.967, -0.324, 1.786], [-0.690, -1.224, 0.989], [-0.904, 5.184, 3.237], [-1.907, 3.694, 3.398], [-2.753, 3.735, 2.152], [-0.585, 2.514, 3.077], [-0.288, 5.385, 4.112], [-1.582, 6.004, 3.016], [-0.230, 5.039, 2.389], [0.379, 2.754, 3.516], [-0.560, 2.379, 1.995], [-0.871, 1.580, 3.560], [-2.326, -1.280, -2.858], [-2.994, -1.547, -4.504], [-2.184, -2.630, -5.117], [-4.557, -2.286, -3.979], [-2.572, -2.145, -2.237], [-2.760, -0.397, -2.388], [-1.245, -1.218, -2.917], [-4.341, -3.023, -3.208], [-5.011, -2.752, -4.849], [-5.183, -1.478, -3.599], [5.477, 0.300, -3.949], [4.470, -0.136, -3.475], [4.435, -0.665, -2.228], [3.077, -0.840, -1.773], [2.175, -0.241, -2.849], [3.073, -0.165, -4.092], [2.998, -0.377, -0.792], [2.896, -1.909, -1.651], [1.723, 0.719, -2.623], [1.369, -0.947, -3.045], [3.027, 0.808, -4.580], [2.920, -0.986, -4.784]]
}

=====

No. 2
{
  "formula": "C12H34BN3NbO",
  "method": "wB97M-V/def2-TZVPD",
  "e_lumo_ev": 2.951,
  "e_tot_ev": -21735.798,
  "gap_ev": 7.1,
  "total_charge": -1,
  "spin_multiplicity": 1,
  "symbols": ["C", "C", "C", "C", "C", "C", "C", "C", "C", "Nb", "C", "C", "N", "N", "N", "B", "C", "O", "H", "H", "H", "H", "H", "H", "H", "H", "H", "H", "H", "H", "H", "H", "H", "H", "H", "H", "H", "H", "H", "H", "H", "H", "H", "H", "H", "H", "H", "H", "H", "H", "H", "H"],
  "coordinates": [[-5.641, -1.005, 2.763], [-4.571, -1.697, 1.928], [-3.353, -0.830, 1.664], [-3.656, 0.368, 0.761], [-2.560, 0.760, -0.228], [-1.993, -0.387, -1.050], [-1.100, 0.117, -2.182], [0.072, -0.780, -2.626], [0.623, -1.771, -1.594], [1.976, -0.964, 0.028], [1.581, 1.280, -0.179], [2.369, 2.310, 0.626], [1.797, 3.682, 0.441], [3.751, 2.340, 0.154], [2.396, 2.010, 2.045], [3.976, -0.923, -1.240], [5.251, -1.810, -0.960], [4.073, -0.050, -2.332], [-5.162, -0.406, 3.533], [-6.256, -0.332, 2.172], [-6.281, -1.729, 3.256], [-4.253, -2.586, 2.469], [-4.977, -2.043, 0.980], [-2.985, -0.462, 2.619], [-2.572, -1.451, 1.242], [-3.832, 1.231, 1.402], [-4.592, 0.218, 0.221], [-1.753, 1.262, 0.302], [-2.988, 1.487, -0.919], [-1.441, -1.040, -0.390], [-2.844, -0.935, -1.458], [-0.735, 1.104, -1.909], [-1.735, 0.280, -3.052], [0.877, -0.131, -2.966], [-0.239, -1.335, -3.513], [1.199, -2.523, -2.135], [-0.165, -2.342, -1.107], [0.747, -1.103, 1.439], [3.217, -0.745, 1.361], [2.388, -2.729, 0.382], [1.611, 1.603, -1.224], [0.541, 1.408, 0.141], [0.799, 3.634, 0.290], [2.218, 4.114, -0.368], [4.180, 3.208, 0.456], [3.728, 2.337, -0.857], [3.246, 1.506, 2.243], [1.623, 1.408, 2.292], [6.163, -1.366, -1.372], [5.386, -1.981, 0.102], [5.091, -2.770, -1.451], [4.805, 0.558, -2.202]]
}

=====

No. 3
{
  "formula": "C12H34Cl6F15N4O9P2S",
  "method": "wB97M-V/def2-TZVPD",
  "e_lumo_ev": -3.602,
  "e_tot_ev": -182699.087,
  "gap_ev": 9.0,
  "total_charge": 1,
  "spin_multiplicity": 1,
  "symbols": ["N", "H", "H", "H", "H", "N", "H", "H", "H", "H", "N", "H", "H", "H", "H", "N", "H", "H", "H", "H", "C", "O", "O", "C", "F", "F", "F", "C", "C", "H", "H", "H", "H", "H", "H", "P", "F", "F", "F", "F", "F", "F", "P", "F", "F", "F", "F", "F", "F", "C", "Cl", "Cl", "Cl", "H", "C", "Cl", "Cl", "Cl", "H", "C", "C", "C", "O", "C", "O", "O", "H", "H", "H", "H", "H", "H", "C", "C", "O", "S", "O", "O", "O", "H", "H", "H", "H"],
  "coordinates": [[0.866, -3.711, 3.635], [0.725, -3.045, 2.862], [1.394, -3.249, 4.378], [1.379, -4.544, 3.340], [0.001, -4.031, 4.088], [1.472, -3.193, -0.348], [0.475, -3.500, -0.380], [1.667, -2.770, -1.252], [2.075, -3.940, -0.030], [1.449, -2.336, 0.266], [3.798, -0.484, 2.863], [3.074, -0.475, 2.105], [3.684, 0.394, 3.367], [4.696, -0.689, 2.396], [3.712, -1.295, 3.468], [3.028, 0.138, -1.702], [3.771, 0.063, -1.001], [3.098, 0.875, -2.405], [2.202, 0.321, -1.087], [2.858, -0.741, -2.179], [0.715, 0.177, 0.892], [0.554, 0.424, -0.510], [1.730, -0.728, 0.954], [0.898, 1.569, 1.586], [1.290, 2.519, 0.753], [-0.221, 1.972, 2.209], [1.814, 1.484, 2.610], [-0.781, 0.462, -1.063], [-0.600, 0.971, -2.481], [-1.607, 1.015, -2.901], [-0.206, 1.978, -2.614], [0.074, 0.306, -3.026], [-1.367, 1.158, -0.460], [-1.259, -0.513, -1.156], [-0.123, -0.227, 1.476], [-2.071, -3.621, 0.829], [-1.137, -4.971, 0.898], [-2.803, -4.143, 2.152], [-0.888, -2.853, 1.778], [-2.894, -2.247, 0.929], [-1.221, -3.078, -0.466], [-3.136, -4.301, -0.118], [5.886, -1.551, -0.068], [4.269, -1.723, 0.119], [6.039, -1.430, 1.549], [6.080, -3.127, 0.150], [7.470, -1.241, -0.278], [5.846, -1.920, -1.659], [5.618, 0.010, -0.375], [-4.387, -1.506, -1.972], [-3.212, -1.806, -3.243], [-5.282, -3.023, -1.683], [-5.556, -0.225, -2.338], [-3.835, -1.236, -1.080], [2.020, 3.892, -5.123], [2.664, 4.382, -6.735], [2.153, 5.374, -4.134], [3.001, 2.604, -4.433], [0.983, 3.582, -5.111], [-4.374, -0.555, 5.040], [-3.384, -1.460, 4.300], [-2.170, -0.826, 3.632], [-1.033, -1.522, 4.169], [-1.406, -2.237, 5.241], [-0.646, -2.782, 5.998], [-2.717, -2.219, 5.360], [-4.985, 0.028, 4.343], [-3.842, 0.213, 5.606], [-5.110, -1.021, 5.691], [-3.955, -2.229, 3.784], [-2.039, 0.251, 3.736], [-2.135, -1.025, 2.567], [-1.761, 6.731, -4.480], [-3.220, 6.266, -4.583], [-3.191, 4.893, -4.233], [-1.668, 4.325, -3.984], [-1.527, 3.133, -4.779], [-1.350, 4.361, -2.582], [-0.938, 5.577, -4.704], [-1.518, 7.160, -3.509], [-1.472, 7.408, -5.280], [-3.659, 6.377, -5.576], [-3.837, 6.952, -3.999]]
}

=====

No. 4
{
  "formula": "C12H34N4O5P3S2Sr",
  "method": "wB97M-V/def2-TZVPD",
  "e_lumo_ev": [0.301, 0.237],
  "e_tot_ev": -79574.207,
  "de_lowest_kj_mol": 62.5,
  "gap_ev": [3.6, 8.3],
  "spin_multiplicity": 2,
  "symbols": ["Sr", "C", "C", "O", "P", "S", "S", "O", "C", "C", "H", "H", "H", "H", "H", "H", "H", "H", "H", "H", "C", "N", "C", "P", "O", "O", "P", "O", "N", "C", "C", "N", "C", "C", "N", "C", "C", "H", "H", "H", "H", "H", "H", "H", "H", "H", "H", "H", "H", "H", "H", "H", "H", "H", "H", "H", "H", "H", "H", "H", "H"],
  "coordinates": [[-0.086, 0.467, -1.666], [5.271, 4.263, 0.599], [3.895, 3.691, 0.854], [3.732, 2.457, 0.125], [2.794, 2.406, -1.159], [2.879, 0.574, -1.897], [0.965, 3.091, -0.774], [3.574, 3.448, -2.102], [3.025, 3.780, -3.392], [2.701, 5.254, -3.435], [5.411, 5.170, 1.190], [5.389, 4.508, -0.455], [6.042, 3.545, 0.879], [3.110, 4.393, 0.570], [3.755, 3.437, 1.905], [2.132, 3.180, -3.583], [3.779, 3.506, -4.130], [1.937, 5.489, -2.695], [2.325, 5.526, -4.423], [3.590, 5.850, -3.227], [-4.159, -1.254, -1.133], [-3.900, -0.529, 0.109], [-4.933, 0.450, 0.451], [-2.404, -0.160, 0.658], [-1.749, 1.117, 0.283], [-1.543, -1.352, -0.071], [-0.213, -2.046, 0.558], [0.500, -1.252, 1.559], [0.623, -2.133, -0.882], [0.052, -2.709, -2.104], [2.042, -2.497, -0.701], [-0.736, -3.482, 1.144], [-0.188, -4.038, 2.374], [-1.554, -4.391, 0.356], [-2.457, -0.356, 2.270], [-3.130, -1.471, 2.913], [-1.590, 0.428, 3.150], [-5.208, -1.555, -1.134], [-3.548, -2.151, -1.186], [-3.963, -0.648, -2.023], [-5.894, -0.057, 0.551], [-5.018, 1.229, -0.311], [-4.695, 0.927, 1.402], [-0.932, -2.284, -2.320], [-0.016, -3.802, -2.072], [0.716, -2.438, -2.926], [2.463, -1.937, 0.128], [2.587, -2.231, -1.603], [2.154, -3.573, -0.525], [0.358, -3.266, 2.910], [0.486, -4.873, 2.163], [-1.004, -4.405, 3.001], [-1.994, -3.873, -0.494], [-2.369, -4.781, 0.971], [-0.970, -5.237, -0.019], [-3.681, -2.056, 2.179], [-3.835, -1.104, 3.663], [-2.403, -2.118, 3.412], [-1.083, 1.198, 2.578], [-0.839, -0.217, 3.608], [-2.197, 0.896, 3.929]]
}